Record 1
This record from the OMol25 dataset describes 6 unconnected molecules or ions with the total composition H12O6. The level of theory is ωB97M-V with the def2-TZVPD basis set.

Summary:
Total energy: -12479.402 eV
SMILES: O.O.O.O.O.O
Energy relative to the best compared isomer or geometry (same formula, charge and spin): 165.2 kJ/mol
Frontier orbital gap: 0.427 Ha

```
! wB97M-V def2-TZVPD RIJCOSX def2/J DEFGRID3
* xyz 0 1
O -0.6699 -1.6360 4.2576
H -0.6095 -0.6837 4.3333
H 0.2161 -1.9150 4.0263
O 0.2269 4.2680 -1.4254
H 0.3332 3.4882 -0.8806
H 0.9889 4.2619 -2.0046
O -1.9630 -2.2590 -3.1205
H -1.3779 -2.8507 -3.5935
H -2.7286 -2.7945 -2.9120
O 3.9011 -2.1446 3.2960
H 4.4491 -2.5949 2.6531
H 4.3389 -2.2972 4.1334
O 0.7386 0.5008 0.6636
H 0.2738 -0.1032 0.0843
H 1.1479 -0.0633 1.3198
O -3.4065 2.2648 -3.8369
H -3.1452 2.9510 -3.2228
H -2.7139 1.6074 -3.7710
*
```

Löwdin atomic charge list, values in e, 5 entries: atom 1 (O): -0.052, atom 2 (H): 0.029, atom 3 (H): 0.021, atom 4 (O): -0.053, atom 5 (H): 0.022

Record 2
This record from the OMol25 dataset describes 6 unconnected molecules or ions with the total composition H12O6. The level of theory is ωB97M-V with the def2-TZVPD basis set.

Summary:
Total energy: -12469.147 eV
Energy relative to the best compared isomer or geometry (same formula, charge and spin): 102.2 kJ/mol
Frontier orbital gap (spin up / spin down): 0.432 / 0.141 Ha

```
! wB97M-V def2-TZVPD RIJCOSX def2/J DEFGRID3
* xyz 1 2
O -0.8507 -0.3693 -0.6336
H -0.6712 -1.3060 -0.7152
H -0.0625 0.0564 -0.9711
O 0.9428 -3.1582 -0.9646
H 1.8456 -2.9295 -1.1856
H 1.0243 -3.8447 -0.3025
O -1.3307 -0.8131 2.1993
H -0.6998 -0.3943 2.7847
H -1.1655 -0.4155 1.3444
O 1.5284 0.7243 -1.3325
H 2.3407 0.6423 -0.8329
H 1.7540 1.2977 -2.0650
O -2.9784 1.4045 -0.6920
H -2.9846 1.9221 0.1131
H -2.3305 0.7185 -0.5312
O 1.2404 1.9102 1.5647
H 1.2688 1.6939 0.6327
H 1.1288 2.8606 1.5872
*
```

Löwdin atomic charge list, values in e, 5 entries: atom 1 (O): 0.011, atom 2 (H): 0.066, atom 3 (H): 0.016, atom 4 (O): -0.038, atom 5 (H): 0.041

Record 3
This record from the OMol25 dataset describes 6 unconnected molecules or ions with the total composition H13O6. The level of theory is ωB97M-V with the def2-TZVPD basis set.

Summary:
Total energy: -12488.953 eV
Energy relative to the best compared isomer or geometry (same formula, charge and spin): 151.7 kJ/mol
Frontier orbital gap: 0.446 Ha

```
! wB97M-V def2-TZVPD RIJCOSX def2/J DEFGRID3
* xyz 1 1
O -10.3695 -49.3245 16.9476
H -9.9388 -49.7905 17.7198
H -9.7176 -48.5135 16.8329
H -10.2506 -50.0155 16.2034
O -11.2106 -51.2443 18.8091
H -10.6002 -51.7941 19.3580
H -11.8622 -50.7220 19.3041
O -10.6984 -47.2094 14.6249
H -11.5628 -46.8575 14.5130
H -10.8219 -47.6512 13.7367
O -8.3481 -47.4512 16.8267
H -7.8073 -46.9041 16.2111
H -8.5093 -46.8490 17.5490
O -8.0325 -50.9980 17.6740
H -7.9796 -51.9398 18.0922
H -7.1022 -50.8785 17.4420
O -9.9790 -51.2181 14.9787
H -10.7035 -51.6836 14.8982
H -9.8569 -51.0265 14.0336
*
```

Löwdin atomic charge list, values in e, 5 entries: atom 1 (O): 0.165, atom 2 (H): 0.111, atom 3 (H): 0.128, atom 4 (H): 0.112, atom 5 (O): -0.062

Record 4
This record from the OMol25 dataset describes 6 unconnected molecules or ions with the total composition H13O6. The level of theory is ωB97M-V with the def2-TZVPD basis set.

Summary:
Total energy: -12489.182 eV
Energy relative to the best compared isomer or geometry (same formula, charge and spin): 129.6 kJ/mol
Frontier orbital gap: 0.452 Ha

```
! wB97M-V def2-TZVPD RIJCOSX def2/J DEFGRID3
* xyz 1 1
O -1.4567 -0.8381 0.3096
H -1.7535 -1.7415 0.4626
H -1.7006 -0.8482 -0.7590
O -1.3174 2.1027 0.8181
H -2.0412 2.6312 1.0498
H -1.6518 1.2618 0.5293
O 1.0089 2.0612 1.7464
H 0.0118 2.0248 1.4902
H 1.4826 2.8556 1.4032
O 2.4911 -1.9887 -1.0957
H 2.5549 -2.9637 -0.9113
H 3.3870 -1.7060 -1.3837
O -1.8074 -0.8446 -2.2970
H -1.1365 -1.0094 -2.9187
H -2.0533 0.0395 -2.5700
O 1.1440 -0.3117 0.9657
H 1.6003 -1.1134 0.6038
H 0.1798 -0.5315 0.8783
H 1.0582 0.9200 1.6783
*
```

Löwdin atomic charge list, values in e, 5 entries: atom 1 (O): -0.130, atom 2 (H): 0.063, atom 3 (H): 0.078, atom 4 (O): 0.048, atom 5 (H): 0.073

Record 5
This record from the OMol25 dataset describes 7 unconnected molecules or ions with the total composition H13O6S. The level of theory is ωB97M-V with the def2-TZVPD basis set.

Summary:
Total energy: -23332.575 eV
Energy relative to the best compared isomer or geometry (same formula, charge and spin): 180.9 kJ/mol
Frontier orbital gap: 0.287 Ha

```
! wB97M-V def2-TZVPD RIJCOSX def2/J DEFGRID3
* xyz -1 1
S -0.4617 -1.1607 -0.1025
H -1.6161 -1.3666 -0.7455
H 1.5687 -3.3468 2.0971
H 0.5114 -4.0424 1.4166
O 1.0181 -4.3250 2.1217
H 0.6795 0.1269 -3.5035
H 0.2865 1.0499 -2.3140
O 0.1285 0.9050 -3.2876
H 1.2986 4.1622 -1.0537
H 0.3678 3.9920 0.1258
O 0.9798 4.6301 -0.2751
H 0.7866 0.4973 -0.3003
H 1.8762 1.0662 -1.0961
O 1.0587 1.3605 -0.7071
H -3.2351 -3.1992 0.1354
H -2.7141 -2.0348 0.8991
O -3.4208 -2.6692 0.9211
H 0.0067 1.4288 1.2466
H 0.6941 1.0672 2.3546
O 0.1865 1.8586 2.0675
*
```

Löwdin atomic charge list, values in e, 5 entries: atom 1 (S): 0.099, atom 2 (H): -0.360, atom 3 (H): 0.146, atom 4 (H): -0.075, atom 5 (O): -0.135

Record 6
This record from the OMol25 dataset describes 8 unconnected molecules or ions with the total composition H14IO7. The level of theory is ωB97M-V with the def2-TZVPD basis set.

Summary:
Total energy: -22662.228 eV
Energy relative to the best compared isomer or geometry (same formula, charge and spin): 227.2 kJ/mol
Frontier orbital gap: 0.322 Ha

```
! wB97M-V def2-TZVPD RIJCOSX def2/J DEFGRID3
* xyz -1 1
I -0.0804 0.0493 -0.4681
O 3.5956 0.8033 -0.6701
H 3.8736 0.0213 -0.9301
H 2.5706 0.8413 -0.7691
O -1.6924 -3.2997 -0.3041
H -2.0664 -3.2837 -1.1071
H -1.3594 -2.4557 -0.4101
O -3.0934 2.0403 -1.6571
H -2.4074 1.6193 -1.2241
H -3.8124 1.3593 -2.0211
O 1.0706 3.6593 -0.0481
H 1.9976 3.7393 -0.2251
H 0.8196 2.6333 0.1839
O 1.4766 0.4153 3.0699
H 1.0076 0.2923 2.3139
H 0.9746 1.1933 3.5869
O -2.6134 -0.6187 2.2759
H -1.9324 -0.3177 1.6819
H -2.1124 -0.8197 3.1329
O 1.2386 -2.9417 -2.3441
H 0.4836 -2.2707 -2.0161
H 2.0616 -2.6587 -2.0501
*
```

Löwdin atomic charge list, values in e, 5 entries: atom 1 (I): 0.198, atom 2 (O): -0.077, atom 3 (H): -0.082, atom 4 (H): -0.038, atom 5 (O): -0.011

Record 7
This record from the OMol25 dataset describes a molecular structure, H14LiO7. The level of theory is ωB97M-V with the def2-TZVPD basis set.

Summary:
Total energy: -14761.979 eV
Energy relative to the best compared isomer or geometry (same formula, charge and spin): 3.7 kJ/mol
Frontier orbital gap: 0.394 Ha

```
! wB97M-V def2-TZVPD RIJCOSX def2/J DEFGRID3
* xyz 1 1
Li -10.3651 0.7504 0.3548
O -9.8966 2.7467 -0.2031
H -9.5910 3.4042 0.4310
H -10.2315 3.2623 -0.9453
O -9.1588 0.7841 1.9142
H -8.8687 0.2563 2.6663
H -9.1383 1.6951 2.2338
O -11.9388 0.5738 1.7365
H -12.0063 0.4088 2.6837
H -12.4895 -0.1129 1.3284
O -11.5557 -2.1652 1.0681
H -11.5704 -2.7619 0.3120
H -10.6225 -2.0739 1.2869
O -9.2810 -0.8355 -0.6778
H -8.3456 -0.9414 -0.4591
H -9.4295 -1.4222 -1.4278
O -12.3899 3.4605 1.3384
H -12.6041 3.7237 2.2397
H -12.3482 2.4893 1.3539
O -11.7298 0.5038 -1.2766
H -12.5942 0.1474 -1.5111
H -11.1895 0.3834 -2.0665
*
```

Löwdin atomic charge list, values in e, 5 entries: atom 1 (Li): 0.708, atom 2 (O): -0.078, atom 3 (H): 0.061, atom 4 (H): 0.073, atom 5 (O): -0.085

Record 8
This record from the OMol25 dataset describes a molecular structure, H14LiO7. The level of theory is ωB97M-V with the def2-TZVPD basis set.

Summary:
Total energy: -14761.297 eV
Energy relative to the best compared isomer or geometry (same formula, charge and spin): 69.6 kJ/mol
Frontier orbital gap: 0.398 Ha

```
! wB97M-V def2-TZVPD RIJCOSX def2/J DEFGRID3
* xyz 1 1
Li -13.7570 -14.2550 7.5090
O -13.1160 -13.6950 5.2810
H -13.9000 -14.1220 4.7710
H -13.1030 -12.8040 5.0250
O -11.9070 -15.1780 10.1080
H -11.4940 -14.9210 10.9100
H -12.0880 -14.3430 9.6690
O -12.4560 -16.0610 7.1540
H -12.4540 -16.9490 7.5840
H -11.9350 -15.5400 7.7030
O -14.4930 -12.1930 7.3460
H -13.7740 -11.5800 7.4210
H -15.2870 -11.7220 7.4260
O -15.2730 -15.1950 6.6230
H -16.0960 -15.0880 7.0770
H -15.0660 -16.1340 6.6330
O -14.5150 -14.4110 9.4850
H -14.8350 -13.5760 9.8030
H -15.2880 -14.8840 9.6850
O -11.9820 -13.2790 8.1590
H -11.3170 -12.9620 7.5820
H -12.1030 -12.5580 8.8030
*
```

Löwdin atomic charge list, values in e, 5 entries: atom 1 (Li): 0.699, atom 2 (O): -0.084, atom 3 (H): 0.112, atom 4 (H): 0.009, atom 5 (O): -0.037

Q: The highest total energy belongs to which entry?
A: number 2

Q: The highest energy relative to the best compared isomer or geometry (same formula, charge and spin) belongs to which entry?
A: H14IO7